A cluster of 2 separate species, C30H35BF2NO6Si in total at a distorted geometry. Source: the Open Molecules 2025 dataset; level of theory: wB97M-V/def2-TZVPD.

Summary:
charge: -1
2S+1: 1
electronic energy: -59448.62398 eV
gap between HOMO and LUMO: 0.25461 hartree
HOMO energy: -6.772 eV

CARTESIAN COORDINATES (ANGSTROEM)
C: -0.28 -1.71 1.69
Si: -1.91 -1.73 0.66
C: -3.22 -2.54 1.79
C: -1.71 -2.69 -1.01
C: -1.48 -4.24 -0.83
C: 0.01 -4.66 -0.56
C: 0.98 -4.32 -1.79
C: 1.85 -3.08 -1.36
C: 2.93 -2.63 -2.41
C: 3.37 -1.14 -2.02
C: 4.12 -1.08 -0.64
C: 3.91 0.37 -0.06
C: 2.55 0.83 0.26
C: 2.21 2.14 0.78
C: 3.34 3.06 1.02
C: 4.69 2.60 0.72
C: 5.02 1.28 0.19
C: 5.89 3.54 1.00
O: 7.00 3.09 1.17
C: 5.57 5.05 1.08
C: 4.31 5.48 1.37
C: 4.09 7.03 1.48
C: 2.83 7.53 0.70
N: 2.90 8.71 0.22
C: 3.13 4.49 1.58
O: 2.09 4.79 2.11
C: -2.45 0.04 0.14
C: -3.85 0.45 0.25
C: -4.21 1.79 -0.20
C: -3.22 2.71 -0.76
C: -1.82 2.33 -0.84
C: -1.46 0.98 -0.39
H: -0.13 -0.74 2.23
H: 0.63 -1.95 1.08
H: -0.38 -2.50 2.50
H: -3.10 -2.19 2.86
H: -4.27 -2.33 1.47
H: -3.07 -3.66 1.83
H: -0.88 -2.17 -1.56
H: -2.67 -2.48 -1.57
H: -2.22 -4.63 -0.08
H: -1.77 -4.72 -1.81
H: 0.03 -5.77 -0.43
H: 0.40 -4.10 0.34
H: 0.41 -4.16 -2.74
H: 1.68 -5.20 -1.87
H: 2.32 -3.34 -0.37
H: 1.19 -2.19 -1.17
H: 2.44 -2.52 -3.43
H: 3.85 -3.27 -2.44
H: 4.02 -0.70 -2.83
H: 2.41 -0.55 -2.03
H: 3.73 -1.82 0.11
H: 5.23 -1.19 -0.81
H: 1.73 0.10 0.08
H: 1.16 2.43 0.97
H: 6.07 0.96 -0.02
H: 6.39 5.78 0.91
H: 3.96 7.29 2.57
H: 5.01 7.55 1.11
H: 1.93 6.87 0.60
H: 2.00 8.87 -0.24
H: -4.58 -0.29 0.67
H: -5.27 2.12 -0.13
H: -3.51 3.72 -1.13
H: -1.01 2.98 -1.24
H: -0.38 0.69 -0.47
B: -9.00 -3.06 0.22
O: -7.97 -3.72 -0.62
C: -6.81 -3.15 -0.34
O: -5.76 -3.45 -0.85
C: -7.01 -2.09 0.69
O: -6.15 -1.38 1.15
O: -8.29 -2.03 1.01
F: -9.61 -4.00 1.07
F: -9.98 -2.45 -0.60

Here are the Mulliken charges for atoms 1 to 5, given in e: -0.67, 0.08, -0.48, -0.58, -0.90

=====

A structure of composition C30H35Br2N5O3STc. Source: the Open Molecules 2025 dataset; level of theory: wB97M-V/def2-TZVPD.

Summary:
2S+1: 2
electronic energy: -198389.02336 eV
gap between HOMO and LUMO (alpha / beta): 0.23879 / 0.22758 hartree
⟨S²⟩: 0.76
energy relative to the best compared isomer or geometry (same formula, charge and spin): 23.16 kcal/mol
HOMO energy (alpha / beta): -6.430 / -6.118 eV

CARTESIAN COORDINATES (ANGSTROEM)
Tc: 0.05 1.25 -1.28
C: -5.04 -3.40 0.30
C: -3.96 -3.07 1.32
N: -3.69 -1.63 1.40
C: -4.41 -0.93 2.47
C: -3.67 -0.98 3.80
C: -2.81 -1.05 0.56
S: -2.40 0.58 0.99
N: -2.40 -1.86 -0.41
C: -1.47 -1.65 -1.34
O: -0.78 -0.64 -1.56
C: -1.25 -2.81 -2.28
C: -0.45 -2.62 -3.40
C: -0.23 -3.67 -4.28
C: -0.79 -4.91 -4.04
C: -1.58 -5.10 -2.91
C: -1.82 -4.05 -2.04
H: -5.20 -4.48 0.25
H: -4.75 -3.04 -0.68
H: -5.99 -2.94 0.58
H: -3.03 -3.59 1.09
H: -4.27 -3.39 2.32
H: -5.38 -1.42 2.56
H: -4.57 0.09 2.16
H: -3.42 -2.00 4.08
H: -4.29 -0.55 4.59
H: -2.75 -0.40 3.74
H: -0.02 -1.64 -3.59
H: 0.38 -3.51 -5.16
H: -0.61 -5.73 -4.72
H: -2.02 -6.07 -2.72
H: -2.44 -4.19 -1.17
Br: 1.69 6.06 -2.01
C: 2.55 4.45 -2.50
C: 3.78 4.51 -3.15
C: 4.44 3.36 -3.51
Br: 6.12 3.50 -4.38
C: 3.88 2.09 -3.23
C: 4.48 0.85 -3.55
C: 3.84 -0.31 -3.22
C: 2.59 -0.25 -2.58
N: 2.00 0.89 -2.28
C: 2.63 2.06 -2.58
C: 1.93 3.25 -2.18
O: 0.78 3.16 -1.58
H: 4.22 5.47 -3.37
H: 5.43 0.84 -4.05
H: 4.27 -1.27 -3.44
H: 2.05 -1.15 -2.31
C: -0.99 3.43 1.00
O: -2.04 2.98 0.16
C: -1.82 1.76 -0.49
C: -2.91 1.68 -1.55
H: -0.71 2.67 1.73
H: -1.37 4.30 1.53
H: -0.11 3.71 0.42
H: -3.89 1.96 -1.16
H: -2.97 0.68 -1.97
H: -2.66 2.39 -2.35
N: 0.93 0.83 0.42
C: 1.42 0.57 1.44
N: 1.97 0.28 2.59
C: 3.39 -0.01 2.69
C: 4.16 1.20 3.22
C: 3.28 2.01 4.20
C: 2.26 1.11 4.88
C: 1.26 0.58 3.85
H: 3.75 -0.32 1.71
H: 3.51 -0.87 3.36
H: 4.47 1.84 2.39
H: 5.07 0.85 3.72
H: 2.75 2.79 3.65
H: 3.91 2.51 4.94
H: 1.71 1.65 5.65
H: 2.76 0.28 5.38
H: 0.51 1.35 3.63
H: 0.74 -0.31 4.21

Here are the Mulliken charges for atoms 1 to 5, given in e: 0.30, -1.23, -0.75, 0.22, -1.02

=====

A structure of composition C30H35O8Tm at a distorted geometry. Source: the Open Molecules 2025 dataset; level of theory: wB97M-V/def2-TZVPD.

Summary:
charge: -2
2S+1: 3
electronic energy: -77587.14140 eV
gap between HOMO and LUMO (alpha / beta): 0.08655 / 0.08659 hartree
⟨S²⟩: 2.00
HOMO energy (alpha / beta): 1.682 / 1.681 eV

CARTESIAN COORDINATES (ANGSTROEM)
C: 0.31 -0.62 -4.21
C: 0.14 -1.34 -2.87
C: -0.19 0.81 -4.04
C: -0.92 0.89 -2.64
H: -0.91 1.03 -4.84
H: 0.63 1.53 -4.14
C: -1.06 -0.67 -2.23
H: 1.04 -1.17 -2.25
H: 0.02 -2.42 -3.04
C: -1.46 -1.27 -0.87
H: -1.91 -0.97 -2.87
H: -1.95 1.24 -2.81
C: -0.30 1.91 -1.78
C: 1.74 -0.70 -4.71
C: -0.44 -1.29 -5.37
O: -0.95 -0.69 -6.30
O: 2.72 -0.45 -4.02
O: 1.84 -1.09 -6.00
O: -0.48 -2.63 -5.30
C: -1.01 -3.18 -6.51
H: -0.99 -4.26 -6.38
H: -0.39 -2.86 -7.35
H: -2.03 -2.82 -6.67
C: 3.17 -1.14 -6.51
H: 3.66 -0.17 -6.42
H: 3.06 -1.42 -7.55
H: 3.76 -1.89 -5.97
O: -0.71 -1.02 0.30
H: -1.46 -2.37 -1.01
H: -2.51 -1.00 -0.65
C: -1.15 2.66 -0.83
C: 1.16 1.98 -1.65
H: 1.61 2.78 -2.26
H: 1.68 1.06 -1.96
H: 1.46 2.23 -0.61
H: -0.62 2.91 0.11
H: -2.07 2.11 -0.58
H: -1.49 3.62 -1.25
Tm: 0.35 -0.18 1.71
C: -2.75 -0.50 3.48
C: -3.32 -0.80 2.21
C: -2.91 -2.12 1.84
H: -3.97 -0.15 1.62
C: -2.06 -2.61 2.88
C: -1.98 -1.62 3.90
H: -1.46 -1.72 4.84
H: -2.90 0.41 4.05
H: -3.22 -2.66 0.96
H: -1.57 -3.58 2.90
C: 2.87 -0.17 1.84
C: 2.39 -1.10 2.82
C: 1.72 -2.16 2.14
H: 2.59 -1.06 3.89
C: 1.81 -1.90 0.74
C: 2.49 -0.65 0.55
H: 2.81 -0.23 -0.41
H: 3.53 0.68 2.04
H: 1.26 -3.03 2.61
H: 1.46 -2.56 -0.05
O: -0.08 4.22 4.17
C: -0.07 3.48 5.29
C: -0.06 4.14 6.53
C: -0.01 3.40 7.70
C: 0.00 2.00 7.68
C: -0.04 1.33 6.46
C: -0.06 2.05 5.26
C: 0.04 1.35 3.98
O: 0.14 0.07 3.97
O: 0.05 1.96 2.83
H: -0.05 3.57 3.41
H: -0.08 5.23 6.54
H: 0.02 3.92 8.66
H: 0.04 1.43 8.61
H: -0.03 0.24 6.41

Here are the Mulliken charges for atoms 1 to 5, given in e: 3.60, -1.57, -1.63, 0.39, 0.26

=====

Question: Which value of 2S+1 does entry 2 give?
Answer: 2

=====

Question: Which formula does entry 3 have?
Answer: C30H35O8Tm

=====

Question: What is the electronic energy in the third record?
Answer: -77587.14140 eV

=====

Question: The lowest electronic energy belongs to which entry?
Answer: C30H35Br2N5O3STc